Below is C7H10 in the gas phase, with properties calculated with ωB97M-V with the def2-TZVPD basis set.

Results
Orbital gap in eV: 10.894
SMILES string: C#CC[C@@H]1C[C@@H]1C
Maximum force in Eh/bohr: 0.011
Energy above the lowest of the compared OMol25 structures with the same formula, charge and spin in kcal/mol: 61.10

The geometry in ORCA input format:
```
! wB97M-V def2-TZVPD RIJCOSX def2/J DEFGRID3
* xyz 0 1
C 2.10 0.56 1.72
C -1.20 1.14 0.50
C 1.45 -0.24 -0.73
C 1.93 0.24 0.57
C -1.04 -0.34 0.24
C -1.16 -0.81 -1.19
C 0.14 -0.97 -0.45
H 2.17 -0.94 -1.17
H -1.25 -0.01 -1.92
H -1.73 -1.70 -1.43
H 0.32 -1.99 -0.11
H 2.20 0.84 2.74
H -0.77 1.46 1.46
H -0.74 1.75 -0.28
H -2.27 1.39 0.52
H 1.34 0.58 -1.44
H -1.47 -0.96 1.02
*
```